(1)
19
Properties=species:S:1:pos:R:3:mulliken_charge:R:1 method="wB97M-V/def2-TZVPD" de_lowest_kcal_mol=8.4 smiles=CCSSCC.O homo_lumo_gap_ev=9.05 homo_energy_ev=-8.565
C 2.884 -0.107 -0.954 -1.19
C 1.489 -0.670 -0.549 -0.05
S 0.537 -0.961 -2.101 -0.13
S -1.316 -1.398 -1.206 -0.12
C -1.753 0.266 -0.573 -0.15
C -3.135 0.215 0.110 -1.15
H 3.364 -0.852 -1.610 0.33
H 3.490 -0.001 -0.038 0.34
H 2.866 0.864 -1.478 0.33
H 1.540 -1.602 0.047 0.33
H 1.044 0.115 0.092 0.04
H -1.000 0.772 0.061 0.17
H -1.880 0.869 -1.492 0.29
H -3.356 1.149 0.654 0.33
H -3.197 -0.628 0.818 0.32
H -3.900 0.075 -0.673 0.33
O 0.407 0.499 3.053 -0.64
H 1.265 0.183 3.416 0.32
H 0.653 1.214 2.424 0.32

(2)
19
Properties=species:S:1:pos:R:3:mulliken_charge:R:1 method="wB97M-V/def2-TZVPD" de_lowest_kcal_mol=16.0 smiles=CCSSCC.O homo_lumo_gap_ev=8.40 homo_energy_ev=-7.805
C -2.823 -0.668 -1.124 -0.96
C -2.005 0.609 -0.946 -0.44
S -0.200 0.228 -0.886 -0.12
S 0.390 1.062 0.928 -0.12
C 2.199 0.852 0.695 -0.35
C 2.886 0.527 2.010 -1.12
H -3.284 -0.815 -2.097 0.26
H -3.638 -0.584 -0.427 0.29
H -2.252 -1.514 -0.741 0.30
H -2.273 1.153 -0.047 0.35
H -2.061 1.344 -1.747 0.35
H 2.209 0.003 0.032 0.28
H 2.669 1.725 0.243 0.33
H 2.363 -0.137 2.689 0.35
H 3.033 1.458 2.574 0.30
H 3.900 0.173 1.807 0.32
O -0.412 -3.496 -0.682 -0.65
H 0.041 -2.750 -1.100 0.30
H -0.018 -3.636 0.183 0.32

(3)
19
Properties=species:S:1:pos:R:3:mulliken_charge:R:1 method="wB97M-V/def2-TZVPD" de_lowest_kcal_mol=3.8 charge=+1 s2=0.75 homo_lumo_gap_ev="9.91 / 6.20" homo_energy_ev="-14.128 / -14.128" spin_multiplicity=2
C -0.658 2.324 -1.170 -0.78
C -0.203 1.594 -2.450 -0.49
S -0.422 -0.178 -2.379 0.20
S 1.212 -0.726 -1.307 0.16
C 0.428 -1.763 -0.018 -0.32
C 1.586 -2.138 0.914 -1.23
H -0.089 3.239 -1.063 0.31
H -0.486 1.650 -0.339 0.20
H -1.724 2.542 -1.173 0.31
H 0.815 1.868 -2.737 0.37
H -0.797 1.970 -3.292 0.38
H -0.352 -1.234 0.522 0.40
H 0.031 -2.610 -0.579 0.40
H 1.184 -2.417 1.888 0.34
H 2.192 -1.251 1.120 0.37
H 2.275 -2.846 0.480 0.37
H -2.001 -0.534 3.376 0.30
H -1.414 0.725 4.034 0.32
O -1.576 -0.215 4.176 -0.62

(4)
18
Properties=species:S:1:pos:R:3:mulliken_charge:R:1 method="wB97M-V/def2-TZVPD" de_lowest_kcal_mol=45.0 charge=+1 homo_lumo_gap_ev=9.62 homo_energy_ev=-14.040
C -1.453 -1.880 -0.079 -1.01
C 0.728 2.028 -0.775 -0.97
C 0.265 0.567 1.697 -1.10
C -0.955 -0.572 -0.819 -0.32
P 0.481 0.340 -0.105 0.65
S 2.572 -0.756 0.092 -0.28
H -2.248 -2.390 -0.774 0.32
H -0.676 -2.638 0.071 0.33
H -1.741 -1.655 0.991 0.31
H 1.454 2.783 -0.342 0.35
H -0.228 2.577 -0.689 0.37
H 0.940 1.959 -1.873 0.34
H -0.840 0.865 1.738 0.35
H 0.902 1.311 2.178 0.40
H 0.464 -0.411 2.149 0.39
H -1.752 0.204 -0.585 0.34
H -0.722 -0.742 -1.969 0.35
H 2.808 -1.590 -0.908 0.19

(5)
17
Properties=species:S:1:pos:R:3:mulliken_charge:R:1 method="wB97M-V/def2-TZVPD" de_lowest_kcal_mol=32.7 smiles=CSC.CC homo_lumo_gap_ev=9.29 homo_energy_ev=-8.334
C -0.332 0.822 2.033 -0.66
S -0.820 1.263 0.482 -0.11
C 0.535 2.425 -0.257 -0.93
H -0.451 -0.254 2.037 0.20
H 0.785 1.074 2.364 0.26
H -1.030 1.227 2.815 0.30
H 1.403 1.838 -0.521 0.28
H 0.734 3.261 0.379 0.38
H 0.298 3.096 -1.156 0.31
C 0.476 -2.162 -0.624 -0.63
C -0.701 -1.546 -1.479 -0.73
H 0.387 -3.272 -0.502 0.31
H 1.392 -1.838 -1.024 0.26
H 0.324 -1.919 0.460 0.08
H -0.512 -0.436 -1.629 0.08
H -1.647 -1.634 -0.941 0.25
H -0.842 -1.944 -2.439 0.39

(6)
17
Properties=species:S:1:pos:R:3:mulliken_charge:R:1 method="wB97M-V/def2-TZVPD" de_lowest_kcal_mol=7.2 smiles=CSC.CC homo_lumo_gap_ev=9.53 homo_energy_ev=-8.542
C -0.417 1.022 -2.227 -0.87
S 0.311 1.468 -0.608 -0.04
C -1.038 2.284 0.201 -0.96
H -1.129 0.200 -2.195 0.27
H -1.020 1.868 -2.573 0.33
H 0.388 0.897 -2.944 0.31
H -1.306 3.223 -0.300 0.36
H -0.675 2.631 1.176 0.30
H -1.960 1.758 0.429 0.31
C 0.264 -1.867 1.653 -0.72
C 1.401 -1.979 0.621 -0.80
H 0.162 -0.804 1.870 0.18
H -0.655 -2.376 1.384 0.28
H 0.616 -2.283 2.601 0.28
H 1.826 -2.975 0.509 0.34
H 2.199 -1.262 0.788 0.26
H 1.033 -1.806 -0.387 0.18

(7)
17
Properties=species:S:1:pos:R:3:mulliken_charge:R:1 method="wB97M-V/def2-TZVPD" de_lowest_kcal_mol=3.1 smiles=CSC.CC homo_lumo_gap_ev=9.49 homo_energy_ev=-8.456
C -1.388 1.055 -2.758 -0.81
S -1.767 -0.625 -2.206 -0.09
C -0.247 -1.001 -1.268 -0.68
H -0.680 1.042 -3.581 0.28
H -1.014 1.636 -1.923 0.27
H -2.322 1.479 -3.108 0.29
H -0.010 -2.050 -1.440 0.34
H 0.563 -0.374 -1.649 0.27
H -0.438 -0.841 -0.215 0.09
C 0.880 0.678 2.026 -0.80
C 0.971 -0.779 2.503 -0.85
H 0.956 0.777 0.944 0.22
H 1.647 1.283 2.511 0.33
H -0.076 1.114 2.300 0.27
H 1.838 -1.269 2.072 0.26
H 1.006 -0.797 3.590 0.33
H 0.082 -1.330 2.202 0.28

(8)
18
Properties=species:S:1:pos:R:3:mulliken_charge:R:1 method="wB97M-V/def2-TZVPD" de_lowest_kcal_mol=58.6 charge=-1 s2=0.75 homo_lumo_gap_ev="1.91 / 8.65" homo_energy_ev="1.306 / -5.114" spin_multiplicity=2
C 1.049 -0.184 -1.780 -1.14
S 2.276 -0.992 -0.625 -0.78
C 3.728 -0.814 -1.833 -0.53
H 0.401 0.274 -1.050 0.33
H 1.555 0.734 -2.285 0.31
H 0.515 -0.741 -2.435 0.31
H 3.643 -1.284 -2.810 0.19
H 4.402 -1.246 -1.289 0.28
H 4.072 0.302 -2.042 0.17
C -2.238 1.808 2.176 -1.53
S -1.727 0.604 0.848 1.17
C -2.533 -0.952 1.391 -2.21
H -2.033 2.776 1.721 0.19
H -3.379 1.705 2.331 0.49
H -1.772 1.779 3.203 0.34
H -3.596 -0.886 1.822 0.58
H -1.874 -1.349 2.166 0.35
H -2.490 -1.534 0.490 0.47

(9)
18
Properties=species:S:1:pos:R:3:mulliken_charge:R:1 method="wB97M-V/def2-TZVPD" de_lowest_kcal_mol=51.9 smiles=CCS.CSC homo_lumo_gap_ev=8.97 homo_energy_ev=-8.256
C 1.413 3.481 -0.833 -1.04
C 1.005 2.150 -0.132 -0.28
S 2.672 1.240 0.230 -0.23
H 0.975 4.509 -0.652 0.29
H 2.422 3.621 -0.902 0.35
H 1.115 3.398 -1.967 0.24
H 0.239 1.670 -0.809 0.26
H 0.591 2.192 0.961 0.29
H 2.359 0.908 1.464 0.11
C -1.526 -3.473 -0.621 -0.72
S -2.626 -2.266 0.108 -0.10
C -1.397 -1.741 1.344 -0.58
H -2.167 -4.361 -0.750 0.24
H -1.216 -3.143 -1.634 0.26
H -0.483 -3.591 -0.201 0.26
H -0.617 -2.513 1.428 0.22
H -1.716 -1.156 2.243 0.32
H -1.042 -0.923 0.722 0.12

(10)
18
Properties=species:S:1:pos:R:3:mulliken_charge:R:1 method="wB97M-V/def2-TZVPD" de_lowest_kcal_mol=18.6 smiles=CCC.CSS homo_lumo_gap_ev=9.01 homo_energy_ev=-8.767
C 1.839 1.604 -0.577 -0.84
C 3.054 1.376 0.275 -0.25
C 3.057 0.023 1.042 -0.71
H 1.006 1.030 -0.170 0.05
H 1.605 2.603 -0.942 0.36
H 1.920 1.113 -1.569 0.25
H 4.020 1.404 -0.233 0.27
H 3.048 2.172 1.026 0.24
H 3.193 0.292 2.092 0.26
H 3.698 -0.779 0.700 0.31
H 2.035 -0.373 1.081 0.09
C -2.864 0.389 -0.919 -0.75
S -1.355 -0.597 -1.023 -0.07
S -1.252 -1.095 1.064 -0.25
H -3.642 -0.195 -1.409 0.27
H -3.078 0.758 0.072 0.31
H -2.791 1.261 -1.576 0.29
H -1.291 -2.430 0.868 0.17

(11)
18
Properties=species:S:1:pos:R:3:mulliken_charge:R:1 method="wB97M-V/def2-TZVPD" de_lowest_kcal_mol=18.4 smiles=CCS.CCS homo_lumo_gap_ev=9.81 homo_energy_ev=-8.835
C -0.820 -0.506 -4.622 -1.07
C -0.517 -1.463 -5.763 -0.35
S -2.024 -1.705 -6.766 -0.23
H -1.147 0.463 -5.035 0.31
H 0.123 -0.354 -4.070 0.29
H -1.587 -0.863 -3.914 0.32
H 0.245 -1.124 -6.492 0.31
H -0.217 -2.466 -5.404 0.31
H -1.506 -2.828 -7.307 0.12
C 1.163 0.452 5.765 -1.04
C 0.205 1.643 5.695 -0.35
S 0.383 2.086 3.942 -0.24
H 0.877 -0.132 6.656 0.29
H 2.151 0.907 5.946 0.34
H 1.245 -0.235 4.906 0.31
H -0.828 1.375 5.989 0.32
H 0.546 2.454 6.367 0.26
H 1.706 2.298 4.105 0.11

(12)
25
Properties=species:S:1:pos:R:3:mulliken_charge:R:1 method="wB97M-V/def2-TZVPD" smiles="OB(O)[SiH2]CCCI.C[N+](=O)[O-]" homo_lumo_gap_ev=9.82 homo_energy_ev=-9.648
O -0.402 5.224 -0.464 -0.55
B -1.456 4.282 -0.273 0.73
O -2.578 4.749 0.408 -0.52
Si -1.195 2.490 -1.030 0.14
C 0.233 1.504 -0.223 -0.92
C -0.055 -0.036 -0.195 -0.42
C -0.184 -0.541 -1.678 -0.96
I 0.859 -2.449 -1.948 -0.01
H -0.450 5.472 -1.387 0.29
H -3.172 4.040 0.645 0.29
H -2.451 1.699 -1.101 -0.18
H -0.797 2.693 -2.447 -0.17
H 1.147 1.630 -0.832 0.38
H 0.466 1.821 0.805 0.44
H -0.982 -0.216 0.368 0.28
H 0.740 -0.607 0.304 0.36
H -1.246 -0.718 -1.871 0.42
H 0.286 0.158 -2.375 0.43
C 2.045 -4.552 1.428 -0.52
N 1.048 -4.335 2.506 0.87
O 1.447 -4.325 3.647 -0.53
O -0.101 -4.181 2.164 -0.52
H 3.024 -4.673 1.880 0.31
H 1.754 -5.449 0.888 0.27
H 2.021 -3.680 0.780 0.07

(13)
23
Properties=species:S:1:pos:R:3:mulliken_charge:R:1 method="wB97M-V/def2-TZVPD" de_lowest_kcal_mol=131.5 homo_lumo_gap_ev=7.60 homo_energy_ev=-7.129
B 0.409 -0.153 0.543 0.30
C -2.891 -0.905 -0.293 -0.50
C 2.899 -0.468 0.790 -0.56
C -3.252 0.605 0.115 -0.46
C 3.485 0.240 -0.520 -0.44
N -1.745 -1.358 0.385 -0.63
N 1.528 -0.938 0.324 -0.15
O 0.205 1.127 0.449 -0.56
O -2.234 1.535 -0.220 -0.57
O 3.018 1.589 -0.490 -0.53
H -3.598 -1.788 0.028 0.30
H -2.749 -0.991 -1.368 0.29
H 3.531 -1.318 0.979 0.42
H 2.786 0.132 1.614 0.35
H -3.624 0.802 1.159 0.31
H -4.185 0.781 -0.410 0.36
H 3.068 -0.268 -1.416 0.32
H 4.509 0.317 -0.230 0.36
H -1.897 -1.296 1.435 0.18
H 1.464 -1.921 0.420 0.21
H -0.721 1.335 0.565 0.43
H -2.694 2.443 -0.253 0.30
H 2.174 1.708 -0.846 0.30

(14)
22
Properties=species:S:1:pos:R:3:mulliken_charge:R:1 method="wB97M-V/def2-TZVPD" de_lowest_kcal_mol=112.0 smiles="CB(O)[PH3]CCC(N)=O" homo_lumo_gap_ev=7.97 homo_energy_ev=-7.687
C 2.819 -0.859 -0.681 -0.90
B 2.462 0.497 0.177 0.51
O 3.442 1.314 0.852 -0.56
P 0.553 0.930 0.271 0.02
C -1.322 1.235 0.525 -0.80
C -2.253 0.568 -0.612 -0.46
C -2.658 -0.906 -0.098 0.38
N -1.676 -1.967 -0.442 -0.48
O -3.726 -1.138 0.505 -0.56
H 1.966 -1.593 -0.436 0.29
H 2.773 -0.568 -1.786 0.30
H 3.809 -1.330 -0.385 0.25
H 3.275 1.161 1.810 0.30
H 0.331 0.122 -0.923 -0.09
H 0.575 0.358 1.622 -0.08
H 0.836 2.328 0.036 -0.04
H -1.546 2.350 0.536 0.37
H -1.627 0.728 1.513 0.36
H -1.697 0.428 -1.596 0.35
H -3.195 1.192 -0.691 0.31
H -2.149 -2.872 -0.534 0.29
H -0.992 -1.977 0.336 0.23

(15)
26
Properties=species:S:1:pos:R:3:mulliken_charge:R:1 method="wB97M-V/def2-TZVPD" s2=8.78 homo_lumo_gap_ev="7.89 / 6.77" homo_energy_ev="-7.586 / -7.784" spin_multiplicity=6
Fe -0.110 0.891 0.038 0.60
S -0.161 5.055 0.523 -0.71
Sb -0.501 3.653 -1.266 0.54
S 1.386 1.962 -1.134 -0.55
S -2.008 1.899 -0.274 -0.53
C -0.795 -1.986 -3.041 -1.18
Sb -0.297 -1.668 -0.994 0.64
C -1.592 -3.039 0.011 -1.21
C 1.548 -2.726 -0.800 -1.21
H -0.745 -3.049 -3.271 0.36
H -0.087 -1.440 -3.661 0.37
H -1.798 -1.611 -3.233 0.37
H -1.408 -4.048 -0.355 0.36
H -2.633 -2.768 -0.155 0.37
H -1.381 -2.993 1.077 0.37
H 1.396 -3.783 -1.018 0.37
H 1.908 -2.608 0.220 0.35
H 2.284 -2.312 -1.485 0.36
N -0.385 2.912 2.848 -0.27
C 0.632 2.150 2.457 0.58
N 1.758 2.768 2.141 -0.32
S 0.447 0.420 2.341 -0.45
H -0.335 3.904 2.633 0.11
H -1.297 2.488 2.878 0.25
H 1.686 3.730 1.772 0.18
H 2.488 2.198 1.747 0.26

(16)
18
Properties=species:S:1:pos:R:3:mulliken_charge:R:1 method="wB97M-V/def2-TZVPD" de_lowest_kcal_mol=15.8 smiles=CCC.CN homo_lumo_gap_ev=9.70 homo_energy_ev=-8.618
C 2.424 -0.194 -0.811 -1.17
C 0.923 -0.561 -0.833 0.12
C 0.082 0.068 -1.966 -0.95
H 2.715 0.875 -0.839 0.32
H 2.984 -0.617 0.064 0.33
H 2.982 -0.778 -1.549 0.32
H 0.967 -1.643 -0.888 0.23
H 0.519 -0.437 0.197 0.01
H -0.961 0.204 -1.635 0.21
H 0.074 -0.639 -2.815 0.28
H 0.414 1.022 -2.395 0.33
C -1.600 0.322 2.505 -0.65
N -2.308 0.512 1.237 -0.42
H -1.318 -0.755 2.445 0.23
H -0.702 0.940 2.433 0.25
H -2.216 0.460 3.379 0.25
H -2.453 1.454 0.866 0.16
H -2.524 -0.233 0.605 0.18

(17)
19
Properties=species:S:1:pos:R:3:mulliken_charge:R:1 method="wB97M-V/def2-TZVPD" de_lowest_kcal_mol=21.4 charge=+1 homo_lumo_gap_ev=12.02 homo_energy_ev=-15.048
C -0.115 3.030 0.384 -0.24
N -0.907 2.329 -0.302 -0.48
H -0.367 3.982 0.846 0.28
H 0.895 2.661 0.565 0.22
H -0.336 0.956 -1.179 0.30
H -1.836 2.736 -0.398 0.17
C -0.074 -1.148 -0.778 -0.71
C 0.401 -0.941 0.647 -0.11
C 0.208 -2.220 1.455 -1.38
N 0.130 0.097 -1.608 -0.21
H -1.137 -1.376 -0.813 0.35
H 0.459 -1.952 -1.286 0.39
H -0.166 -0.120 1.088 0.24
H 1.453 -0.650 0.644 0.35
H 0.807 -3.033 1.045 0.36
H -0.840 -2.525 1.451 0.36
H 0.508 -2.073 2.487 0.36
H -0.212 -0.047 -2.557 0.39
H 1.128 0.292 -1.689 0.37

(18)
19
Properties=species:S:1:pos:R:3:mulliken_charge:R:1 method="wB97M-V/def2-TZVPD" de_lowest_kcal_mol=17.6 charge=+1 homo_lumo_gap_ev=11.49 homo_energy_ev=-15.268
C 2.424 0.713 -0.750 -0.71
N 0.660 -0.749 2.131 -0.39
C 1.165 -0.554 0.921 0.20
N 1.907 0.458 0.600 -0.14
H 1.935 1.589 -1.156 0.32
H 2.180 -0.133 -1.385 0.29
H 3.495 0.857 -0.702 0.31
H 0.403 0.052 2.692 0.26
H 0.034 -1.537 2.218 0.31
H 0.973 -1.282 0.143 0.30
H 2.078 1.182 1.288 0.24
C -2.004 0.333 -0.128 -0.61
C -2.315 -0.491 -1.380 -0.87
H -1.881 -0.292 0.762 0.16
H -2.812 1.045 0.062 0.34
H -1.083 0.909 -0.247 0.15
H -3.261 -1.015 -1.249 0.30
H -2.354 0.152 -2.258 0.29
H -1.545 -1.238 -1.564 0.26

(19)
19
Properties=species:S:1:pos:R:3:mulliken_charge:R:1 method="wB97M-V/def2-TZVPD" de_lowest_kcal_mol=19.2 charge=+1 smiles=C[NH2+]CCCN homo_lumo_gap_ev=11.46 homo_energy_ev=-14.391
C 0.316 1.825 1.665 -0.91
N -0.211 1.024 0.541 -0.15
C -0.736 -0.342 0.913 -0.77
C -0.905 -1.167 -0.366 -0.67
C 0.324 -1.408 -1.225 -0.53
N 1.085 -0.179 -1.561 -0.63
H 1.304 1.577 2.039 0.34
H 0.455 2.840 1.281 0.39
H -0.414 1.859 2.467 0.34
H -1.053 1.545 0.294 0.40
H 0.364 0.887 -0.363 0.47
H -1.670 -0.233 1.459 0.42
H -0.040 -0.846 1.586 0.38
H -1.446 -2.090 -0.180 0.40
H -1.607 -0.568 -0.953 0.31
H 0.993 -2.135 -0.870 0.37
H -0.080 -1.865 -2.132 0.36
H 1.155 -0.089 -2.564 0.22
H 1.995 -0.250 -1.139 0.26

(20)
19
Properties=species:S:1:pos:R:3:mulliken_charge:R:1 method="wB97M-V/def2-TZVPD" de_lowest_kcal_mol=61.4 charge=+1 smiles=CN(C)CC[NH3+] homo_lumo_gap_ev=9.62 homo_energy_ev=-13.278
C -1.012 -1.179 0.534 -1.09
N -0.124 -0.075 0.696 0.01
C -0.234 0.550 2.061 -0.95
C -0.364 0.899 -0.329 -0.63
C 0.231 0.380 -1.696 -0.73
N 1.540 -0.368 -1.382 -0.33
H -0.801 -1.606 -0.378 0.42
H -2.079 -1.014 0.586 0.38
H -0.958 -1.958 1.367 0.29
H -1.181 1.021 2.419 0.33
H 0.565 1.366 2.282 0.29
H 0.040 -0.313 2.702 0.35
H -1.361 1.291 -0.350 0.46
H 0.283 1.854 -0.108 0.36
H -0.355 -0.398 -2.298 0.35
H 0.325 1.208 -2.445 0.36
H 2.037 0.430 -0.892 0.38
H 2.043 -0.847 -2.121 0.34
H 1.405 -1.240 -0.652 0.42

Calculated values (eV) of DFT total energy for the records, taken in order: -28060.503, -28060.172, -28052.424, -24459.366, -15176.287, -15177.395, -15177.572, -26010.113, -26010.868, -26012.309, -26012.319, -30692.286, -14155.370, -19906.015, -98144.571, -5847.948, -7332.557, -7332.722, -7332.653, -7330.823.